Formula: C16H40O20SV4
Source: the OMol25 dataset
Level of theory: wB97M-V/def2-TZVPD

- Frontier orbital gap: 8.944 eV
- Charge: +2
- Lowest unoccupied orbital energy: -6.526 eV

Each line ends with the Löwdin charge.
Atoms and positions in Å:
O 2.465 -1.340 2.436  -0.26
V 1.409 -0.325 3.041  1.00
O 2.211 0.916 3.572  -0.25
O 0.574 5.084 -2.005  -0.22
V 0.405 3.714 -1.268  1.01
O -0.226 4.121 0.127  -0.27
O -2.780 -1.848 -0.133  -0.25
V -2.567 -0.663 -1.154  0.97
O -2.391 -1.375 -2.567  -0.29
O 3.298 -0.495 -2.957  -0.29
V 3.168 -1.435 -1.681  0.99
O 4.484 -1.302 -0.835  -0.24
S 0.642 0.374 -0.177  0.42
O 0.840 1.746 -0.638  -0.33
O 1.725 -0.508 -0.642  -0.32
O 0.636 0.380 1.287  -0.32
O -0.645 -0.166 -0.680  -0.35
C -0.417 1.502 5.289  -0.02
O -0.338 0.409 4.357  -0.26
C -1.581 -0.222 4.203  -0.18
C -1.505 -1.148 3.021  -0.17
O -0.265 -1.861 3.065  -0.23
C -0.251 -2.852 2.067  -0.06
H -0.934 1.194 6.198  0.11
H -0.985 2.310 4.824  0.11
H 0.591 1.824 5.517  0.10
H -2.451 0.428 4.073  0.14
H -1.809 -0.851 5.075  0.15
H -1.567 -0.560 2.096  0.11
H -2.354 -1.835 3.017  0.15
H 0.730 -3.322 2.073  0.09
H -0.490 -2.480 1.066  0.08
H -0.972 -3.646 2.290  0.12
C -5.668 -0.887 -2.419  -0.01
O -4.910 -0.670 -1.182  -0.26
C -5.397 0.494 -0.481  -0.16
C -4.585 0.591 0.770  -0.15
O -3.201 0.836 0.425  -0.30
C -2.656 2.072 0.935  -0.02
H -5.253 -1.759 -2.905  0.10
H -5.657 0.009 -3.046  0.10
H -6.713 -1.049 -2.145  0.11
H -6.454 0.385 -0.237  0.15
H -5.203 1.357 -1.131  0.15
H -4.607 -0.405 1.228  0.14
H -4.979 1.318 1.475  0.15
H -2.822 2.100 2.011  0.10
H -3.082 2.934 0.429  0.11
H -1.584 2.025 0.772  0.06
C 2.783 3.388 0.947  -0.04
O 2.436 4.151 -0.231  -0.23
C 3.504 4.135 -1.219  -0.13
C 3.421 2.952 -2.136  -0.15
O 2.112 3.081 -2.679  -0.28
C 1.783 2.126 -3.672  -0.05
H 3.443 3.983 1.575  0.12
H 3.164 2.385 0.775  0.10
H 1.856 3.232 1.501  0.08
H 4.467 4.209 -0.697  0.15
H 3.456 5.069 -1.782  0.15
H 3.616 2.009 -1.605  0.13
H 4.193 2.993 -2.910  0.16
H 2.512 2.166 -4.479  0.12
H 0.760 2.263 -4.027  0.10
H 1.810 1.113 -3.250  0.06
C 0.856 -2.237 -3.918  -0.03
O 1.593 -2.644 -2.757  -0.26
C 0.846 -3.428 -1.812  -0.16
C 1.811 -4.196 -0.972  -0.17
O 2.762 -3.312 -0.429  -0.27
C 3.607 -3.847 0.602  -0.03
H 0.263 -3.057 -4.313  0.11
H 1.530 -1.779 -4.633  0.10
H 0.162 -1.426 -3.645  0.09
H 0.201 -4.159 -2.308  0.15
H 0.208 -2.743 -1.241  0.11
H 2.260 -4.969 -1.602  0.15
H 1.229 -4.664 -0.171  0.14
H 4.432 -4.461 0.234  0.11
H 3.004 -4.454 1.281  0.10
H 4.037 -2.997 1.119  0.08